Record 1
Below is 2 unconnected molecules or ions with the total composition C5H14N2O, with properties calculated with ωB97M-V/def2-TZVPD.

Structure (XYZ):
```
22
Properties=species:S:1:pos:R:3:forces:R:3
C -1.4215 3.3266 -0.7271 0.08 0.87 0.51
N -1.7594 1.9693 -1.1071 0.32 -0.35 0.59
C -0.9036 0.9789 -0.5662 -0.34 0.53 -0.94
C -1.2684 -0.2546 -0.2428 0.47 0.55 0.58
C -0.2256 -1.1810 0.3891 -0.91 0.20 -0.82
C 0.7495 -1.8308 -0.6136 1.26 -0.77 -0.83
N 0.7920 -1.3825 -2.0187 -0.47 0.13 0.40
H -0.7461 3.8277 -1.4270 -0.14 -0.21 -0.11
H -2.3329 3.9158 -0.6392 -0.06 0.07 -0.38
H -0.9698 3.4376 0.2704 0.09 -0.38 -0.08
H -2.7112 1.7784 -0.8292 -0.08 -0.13 -0.20
H 0.1375 1.2851 -0.5534 0.09 0.07 0.21
H -2.3429 -0.4130 -0.2903 0.14 -0.74 0.06
H -0.7809 -1.9754 0.8961 0.40 0.20 0.35
H 0.3192 -0.5422 1.0789 0.08 -0.39 0.35
H 1.8069 -1.8519 -0.3328 -0.12 0.90 0.79
H 0.6422 -2.9050 -0.6225 -0.80 -0.47 -0.23
H 0.5916 -0.3882 -2.0360 0.20 0.05 -0.11
H 0.0067 -1.7774 -2.5151 -0.18 -0.14 -0.14
O 3.1748 -1.5261 3.9719 0.52 0.61 0.24
H 4.0834 -1.7679 4.1876 -0.08 -0.43 -0.10
H 3.2254 -0.5721 4.1350 -0.44 -0.17 -0.15
```
Positions in Å, forces in eV/Å.

- HOMO-LUMO gap: 8.983 eV
- Structure (SMILES): CN/C=C/CCN.O

---

Record 2
Below is a single C5H14N2O molecule, with properties calculated with ωB97M-V/def2-TZVPD.

Structure (XYZ):
```
22
Properties=species:S:1:pos:R:3:forces:R:3
N -2.0122 -2.3404 -0.2936 0.81 -0.18 -0.33
C -0.6873 -2.2126 -0.9410 -0.85 1.00 -0.21
N -0.6274 -0.9862 -1.7443 0.67 -0.86 0.45
C 0.2547 0.0670 -1.3138 -0.38 1.45 0.51
C -0.3866 1.1145 -0.3119 0.53 -1.25 -0.38
C 0.1896 0.9778 1.1052 0.25 -0.23 -0.80
C 1.6048 1.5694 1.1610 -0.81 1.79 1.93
O 1.5145 2.8087 1.9729 0.05 -0.58 -0.25
H -2.2972 -3.3096 -0.3553 -0.17 0.05 0.31
H -1.9145 -2.0746 0.6758 -0.32 -0.11 0.16
H -0.5559 -3.0266 -1.6221 0.00 -0.83 -0.27
H 0.1266 -2.2427 -0.2185 0.19 0.15 -0.01
H -1.5737 -0.6942 -1.9404 0.06 0.22 0.03
H 0.6362 0.5838 -2.1967 -0.03 0.10 0.00
H 1.1306 -0.2926 -0.7831 0.17 -0.70 -0.26
H -0.1627 2.1174 -0.6731 -0.48 0.16 0.03
H -1.4456 0.8608 -0.3218 -0.19 0.59 0.06
H 0.2374 -0.0721 1.4122 -0.18 -0.04 -0.11
H -0.4577 1.4889 1.8124 0.20 0.17 0.19
H 2.3138 0.9258 1.6746 0.18 -0.25 -0.44
H 1.9506 1.9735 0.2233 0.27 -0.66 -0.61
H 2.1623 2.7640 2.6781 0.05 0.00 0.01
```
Positions in Å, forces in eV/Å.

- HOMO-LUMO gap: 9.212 eV
- Structure (SMILES): NCNCCCCO

---

Record 3
Below is 2 unconnected molecules or ions with the total composition C5H14N2O, with properties calculated with ωB97M-V/def2-TZVPD.

Structure (XYZ):
```
22
Properties=species:S:1:pos:R:3:forces:R:3
C -2.1082 -0.6220 0.1270 0.13 0.47 0.07
C -0.6458 -0.5521 -0.2783 0.41 -1.69 1.14
C -0.4153 -1.2613 -1.6043 0.26 0.70 -0.18
C 0.3479 -0.5758 0.6905 -0.69 0.48 -1.60
C 1.8102 -0.7543 0.3628 0.02 0.05 0.03
N 0.0942 -0.3097 2.0090 0.11 -0.07 0.14
H -2.4408 -1.6587 0.2490 0.03 -0.02 -0.07
H -2.3384 -0.0999 1.0583 0.00 0.09 -0.06
H -2.7261 -0.1653 -0.6515 -0.04 -0.08 0.10
H -0.4086 -2.3502 -1.4943 -0.03 0.02 0.02
H 0.5249 -0.9523 -2.0653 -0.08 -0.14 -0.07
H -1.2112 -1.0031 -2.3097 0.08 -0.05 0.06
H 2.3933 0.0804 0.7637 -0.10 -0.09 0.15
H 2.1807 -1.6877 0.8020 -0.02 0.10 0.01
H 2.0309 -0.7736 -0.7035 -0.27 -0.04 0.14
H 0.8694 -0.4099 2.6538 -0.52 0.02 -0.10
H -0.8474 -0.4735 2.3395 0.44 0.06 0.18
N 0.4737 3.2914 -0.2924 -0.36 -0.40 0.31
O 0.6105 1.9652 -0.8225 -1.39 -1.97 -0.18
H 0.8573 3.2221 0.6534 -0.10 0.05 -0.12
H 1.1774 3.8252 -0.8073 -0.27 -0.28 -0.07
H -0.2285 1.2650 -0.6800 2.38 2.77 0.10
```
Positions in Å, forces in eV/Å.

- HOMO-LUMO gap: 8.583 eV
- Structure (SMILES): CC(C)=C(C)N.NO

---

Record 4
Below is a single C5H14N2O molecule, with properties calculated with ωB97M-V/def2-TZVPD.

Structure (XYZ):
```
22
Properties=species:S:1:pos:R:3:forces:R:3
C 2.6064 2.2597 -1.9201 -0.97 -0.63 0.40
N 2.2444 1.5614 -0.6683 0.17 0.78 -0.22
C 0.7601 1.5942 -0.5289 2.44 1.46 -1.22
C 0.3087 0.8478 0.6952 -2.12 -0.75 -2.20
N -0.0519 -0.5544 0.2106 0.30 0.88 2.09
C -0.9693 -1.1872 1.1603 -0.66 -0.30 1.79
C -2.3512 -1.5418 0.5952 -0.60 0.40 1.20
O -2.6744 -2.9141 0.6554 -0.20 -0.54 -0.21
H 3.6512 2.1663 -2.1612 0.42 0.04 0.11
H 2.0204 1.8200 -2.7418 0.15 0.17 -0.26
H 2.3131 3.3100 -1.8530 0.21 -0.03 0.09
H 2.5878 0.6103 -0.7339 -0.19 -0.09 0.01
H 0.4102 1.2949 -1.5489 -0.84 -0.46 1.14
H 0.5307 2.6828 -0.4952 -0.04 -0.56 0.37
H -0.6507 1.3375 0.9403 0.36 -0.50 0.44
H 0.9995 0.8903 1.5328 0.13 0.04 -0.03
H 0.8094 -1.0915 0.2162 -0.05 -0.01 -0.14
H -1.1939 -0.6977 2.1528 0.31 1.35 -1.31
H -0.5578 -1.9884 1.7858 0.33 -1.12 -1.29
H -3.1040 -1.1070 1.2895 0.34 -0.16 -0.51
H -2.5371 -1.0646 -0.3717 0.32 -0.27 -0.14
H -2.1940 -3.4500 0.0178 0.17 0.29 -0.12
```
Positions in Å, forces in eV/Å.

- HOMO-LUMO gap: 9.815 eV
- Structure (SMILES): CNCCNCCO

---

Record 5
Below is a single C5H14N2O molecule, with properties calculated with ωB97M-V/def2-TZVPD.

Structure (XYZ):
```
22
Properties=species:S:1:pos:R:3:forces:R:3
N -1.6709 -2.5435 -0.2612 -0.21 -2.06 -0.41
C -0.5700 -2.4971 -1.1967 -0.06 -1.09 -2.51
C 0.8317 -1.7412 -0.7903 -1.57 -0.71 -2.07
N 0.5229 -0.6003 0.0533 1.67 0.74 -0.09
C 0.1885 0.6588 -0.7417 -0.68 -3.44 0.97
C 0.9032 1.7378 -0.0418 -1.78 3.86 0.50
C 0.4634 2.1074 1.4206 1.61 -2.42 -1.11
O -0.6193 2.8920 1.5543 -2.91 1.22 1.33
H -1.7782 -3.4269 0.2738 0.49 0.96 -0.66
H -1.5345 -1.8238 0.3626 0.02 2.01 2.00
H -0.4438 -3.6191 -1.5060 0.49 2.14 0.21
H -1.0150 -1.9708 -2.1613 1.24 -0.85 1.67
H 1.4858 -2.4111 -0.2588 0.18 -0.38 0.19
H 1.3115 -1.5229 -1.8691 -0.69 -0.09 2.36
H 1.2865 -0.3803 0.7795 -1.41 -0.69 -1.88
H -0.9397 0.5226 -0.7916 1.20 1.49 -0.08
H 0.6097 0.6328 -1.7610 -0.26 -0.40 0.19
H 0.6728 2.6579 -0.6810 0.98 -0.65 0.84
H 1.9564 1.5219 0.0134 0.49 -0.02 -0.47
H 1.2540 2.6204 1.9783 0.48 -0.45 -0.28
H 0.2684 1.0908 1.8861 0.08 1.19 0.05
H -1.0446 3.3844 0.8553 0.64 -0.36 -0.73
```
Positions in Å, forces in eV/Å.

- HOMO-LUMO gap: 9.587 eV
- Structure (SMILES): NCCNCCCO

---

Record 6
Below is 2 unconnected molecules or ions with the total composition C5H14N2O, with properties calculated with ωB97M-V/def2-TZVPD.

Structure (XYZ):
```
22
Properties=species:S:1:pos:R:3:forces:R:3
C 0.9497 -0.5659 0.8160 -1.24 0.02 1.41
C 0.5239 0.1400 -0.4258 1.19 -0.20 -1.16
C 0.5143 -0.5140 -1.5982 0.20 -0.83 0.13
N 0.5181 -1.9255 -1.6614 -0.16 -0.50 0.19
C 0.7700 1.6182 -0.4823 0.55 0.64 -0.33
C 0.2827 2.4735 0.6950 0.94 1.39 0.36
N -0.8143 1.9814 1.5048 -0.02 0.37 0.25
H 0.1518 -0.6631 1.5588 -0.46 -0.14 -0.16
H 1.6106 0.0735 1.4121 0.62 -0.25 -0.49
H 1.2773 -1.5972 0.6722 0.46 0.33 -0.28
H 0.6825 -0.0481 -2.5634 -0.42 0.50 0.10
H -0.3292 -2.3521 -1.3145 0.05 0.04 0.14
H 0.8120 -2.3881 -2.5133 -0.16 0.57 0.04
H 0.3884 2.0613 -1.4099 -0.25 -0.35 0.11
H 1.8677 1.7407 -0.6028 -0.35 0.09 0.37
H 1.1018 2.7753 1.3813 -0.13 -0.91 -0.11
H 0.1042 3.4997 0.3240 -0.67 -0.42 -0.28
H -1.3736 1.2798 1.0519 -0.06 -0.14 -0.25
H -0.4522 1.5978 2.3634 -0.15 -0.17 0.02
O -2.1713 -2.4973 0.5652 -0.49 0.73 0.19
H -1.6760 -3.2515 0.8629 0.32 -0.51 0.27
H -2.5001 -2.0715 1.3764 0.22 -0.25 -0.50
```
Positions in Å, forces in eV/Å.

- HOMO-LUMO gap: 8.455 eV
- Structure (SMILES): C/C(=C\N)CCN.O

---

Record 7
Below is 2 unconnected molecules or ions with the total composition C5H14N2O, with properties calculated with ωB97M-V/def2-TZVPD.

Structure (XYZ):
```
22
Properties=species:S:1:pos:R:3:forces:R:3
C 0.9937 -1.8912 -0.5198 0.05 -0.01 0.13
C 0.4095 1.5653 1.0882 -0.13 -0.08 -0.11
C 1.5250 0.9268 -1.0870 -0.10 -0.02 0.01
C 0.3306 -0.8238 0.2877 -0.74 -0.01 0.06
C 0.4189 0.5841 -0.0911 -0.13 0.08 0.05
N -0.4325 -1.1967 1.3088 0.16 0.26 -0.73
H -0.6794 -2.1751 1.3582 0.17 0.00 0.02
H -1.2468 -0.5774 1.4874 0.15 0.00 -0.06
H 0.7352 -2.8884 -0.1641 0.06 0.05 0.05
H 2.0783 -1.7639 -0.5102 -0.03 0.00 0.02
H 0.6686 -1.8121 -1.5581 -0.06 0.12 0.06
H -0.4580 1.4239 1.7313 0.03 0.03 0.03
H 1.3125 1.4757 1.6994 -0.01 -0.02 -0.01
H 2.5218 0.8555 -0.6407 0.00 -0.01 0.01
H 1.3941 1.9549 -1.4282 -0.01 -0.03 0.05
H 1.5054 0.2989 -1.9776 -0.03 -0.03 0.02
H 0.3669 2.5862 0.7064 -0.02 -0.04 0.00
N -2.1472 0.0399 -0.8805 -0.11 -0.30 0.33
O -2.6699 0.0221 0.5322 0.16 0.21 -0.10
H -2.9572 0.9259 0.7058 -0.03 -0.11 -0.10
H -2.9942 -0.1855 -1.4111 0.17 0.24 0.07
H -0.6755 0.6550 -0.6371 0.47 -0.32 0.22
```
Positions in Å, forces in eV/Å.

- HOMO-LUMO gap: 7.190 eV

---

Record 8
Below is a single C5H14N2O molecule, with properties calculated with ωB97M-V/def2-TZVPD.

Structure (XYZ):
```
22
Properties=species:S:1:pos:R:3:forces:R:3
C 2.2714 1.0218 -0.2841 -0.12 -0.17 -0.16
C 1.4690 -0.2011 -0.7101 -0.17 -0.08 0.31
C 0.4394 -0.6137 0.3467 -0.18 0.62 -0.24
O -0.1725 -1.8575 0.0215 -1.07 -0.59 -1.16
N -1.0400 -1.7236 -1.1865 1.03 -0.07 1.00
N -0.4974 0.4265 0.6760 0.49 -0.13 0.32
C -1.1642 1.1737 -0.3627 -0.14 -0.12 0.00
C -1.3963 0.0889 1.7594 0.11 0.14 -0.14
H 1.6224 1.8838 -0.1607 -0.01 0.13 0.03
H 2.7666 0.8359 0.6663 0.08 0.03 0.11
H 3.0304 1.2549 -1.0279 0.08 0.07 -0.01
H 2.1384 -1.0546 -0.8439 -0.07 0.00 -0.03
H 0.9675 -0.0286 -1.6631 0.01 -0.03 -0.02
H 0.9679 -0.8655 1.2790 -0.08 -0.03 -0.18
H -1.9129 -2.1823 -0.9124 0.43 0.03 0.03
H -0.5697 -2.3280 -1.8621 -0.25 0.03 0.18
H -0.4778 1.4254 -1.1645 0.01 0.06 -0.07
H -1.5480 2.0962 0.0738 0.01 0.13 -0.02
H -2.0070 0.6192 -0.7894 -0.03 0.08 -0.11
H -0.8792 -0.5256 2.4940 0.00 -0.01 0.05
H -1.7249 1.0133 2.2388 -0.11 -0.05 0.07
H -2.2830 -0.4591 1.4121 -0.03 -0.04 0.05
```
Positions in Å, forces in eV/Å.

- HOMO-LUMO gap: 9.307 eV
- Structure (SMILES): CC[C@H](ON)N(C)C

---

Record 9
Below is a single C5H14N2O molecule, with properties calculated with ωB97M-V/def2-TZVPD.

Structure (XYZ):
```
22
Properties=species:S:1:pos:R:3:forces:R:3
C -2.0802 1.0334 0.5539 -0.08 -0.08 -0.06
C -2.0061 -0.2432 -0.2685 1.86 0.21 -1.59
O -2.2624 -1.4028 0.4743 0.09 -0.06 -0.04
C -0.5158 -0.2767 -1.1709 -4.54 -0.49 1.26
C 0.6247 -0.7790 -0.3838 3.50 2.66 -0.87
N 0.4775 -1.0978 0.9941 -0.75 0.15 0.79
C 1.8048 0.5640 -0.5597 -0.75 -2.59 0.60
N 2.7130 0.4824 0.5726 0.38 0.32 -0.26
H -1.9719 1.9027 -0.0931 0.05 0.08 -0.05
H -1.2992 1.0762 1.3133 0.00 -0.02 0.07
H -3.0518 1.1085 1.0454 0.04 -0.06 0.08
H -2.7822 -0.2227 -1.0419 0.13 0.11 0.10
H -1.4920 -1.5581 1.0446 0.15 0.07 -0.14
H -0.7475 -0.9489 -1.9933 0.02 0.00 -0.16
H -0.4250 0.7316 -1.5655 0.19 0.03 0.00
H 1.0733 -1.6375 -0.8929 0.08 0.16 0.12
H 1.1787 -1.7595 1.3013 0.01 0.27 -0.02
H 0.5808 -0.2469 1.5512 0.12 -0.49 -0.02
H 2.2738 0.3939 -1.5368 -0.03 0.17 0.10
H 1.3527 1.5590 -0.5488 -0.49 -0.40 -0.03
H 3.5286 -0.0871 0.3637 -0.14 0.18 0.13
H 3.0262 1.4086 0.8409 0.15 -0.21 0.01
```
Positions in Å, forces in eV/Å.

- HOMO-LUMO gap: 9.386 eV
- Structure (SMILES): C[C@H](O)C[C@H](N)CN

---

Record 10
Below is 2 unconnected molecules or ions with the total composition C5H14N2O, with properties calculated with ωB97M-V/def2-TZVPD.

Structure (XYZ):
```
22
Properties=species:S:1:pos:R:3:forces:R:3
C -1.1532 -0.0244 -0.6226 1.00 1.70 -0.78
C 0.3343 -0.3473 -0.7163 0.74 -2.01 -0.42
C 1.1500 0.8677 -1.0765 -0.63 1.24 1.77
C 0.9208 1.7011 -2.0904 0.32 -0.48 -1.43
C 1.6222 1.7360 1.2017 -0.69 0.53 2.32
N 1.9870 1.3267 -0.0166 1.19 -0.92 -1.85
N -1.9297 -1.0156 0.1331 -0.72 -0.86 -1.01
H -1.6183 0.1922 -1.5831 -0.04 -0.67 -0.19
H -1.1504 0.9856 -0.1929 -0.57 -0.49 0.74
H 0.7140 -0.9178 0.1470 -0.25 1.39 0.91
H 0.6805 -1.1973 -1.3417 -1.09 0.56 -1.07
H 0.2573 1.5487 -2.9403 -0.09 -0.68 0.30
H 1.5754 2.5263 -2.3317 0.01 0.37 0.78
H 0.6348 1.6826 1.6407 -0.22 -0.23 -0.72
H 2.3661 2.0430 1.9237 0.27 -0.13 -0.39
H 2.9540 1.4533 -0.2482 0.16 0.23 -0.17
H -1.6235 -1.1349 1.1096 -0.12 -0.31 -0.02
H -1.8505 -1.9186 -0.3489 0.77 -0.15 0.44
H -2.9433 -0.9374 0.0280 -0.08 0.93 0.63
H -1.4454 -2.8019 3.0587 -0.28 0.08 0.42
H -0.3875 -3.2183 2.0622 -0.55 0.71 0.01
O -1.0949 -2.5498 2.2046 0.86 -0.82 -0.29
```
Positions in Å, forces in eV/Å.

- HOMO-LUMO gap (alpha / beta): 5.499 / 9.353 eV
- 2S+1: 2
- <S²>: 0.75
- Net charge: +1

---

Record 11
Below is a single C5H14N2O2 molecule, with properties calculated with ωB97M-V/def2-TZVPD.

Structure (XYZ):
```
23
Properties=species:S:1:pos:R:3:forces:R:3
C -2.3434 0.0662 -0.7806 -0.01 -0.21 0.24
C -1.0689 0.8533 -1.0499 0.98 0.11 -0.02
C 0.3741 0.1982 -0.7026 -2.29 1.20 -0.18
N 1.3678 1.2198 -0.9466 0.00 -0.13 0.62
O 0.6147 -0.8405 -1.6246 -0.44 -1.13 0.74
C 0.3697 -0.3649 0.7732 2.89 -0.67 0.53
C 1.8222 -0.8951 1.1469 -0.52 0.08 -0.60
N -0.0554 0.5650 1.7962 -0.36 0.60 -0.68
O -0.4488 -1.5182 0.8554 -0.56 0.28 0.04
H -3.1974 0.5511 -1.2669 0.20 -0.03 -0.01
H -2.2790 -0.9572 -1.1613 -0.06 0.09 0.09
H -2.5748 0.0406 0.2883 0.02 -0.11 -0.13
H -1.1504 1.8280 -0.5535 0.19 -0.17 0.01
H -1.0569 1.0629 -2.1287 0.34 -0.03 0.16
H 2.2916 0.8120 -0.8184 -0.12 0.07 -0.06
H 1.3081 1.4956 -1.9250 -0.07 -0.02 0.22
H 0.1307 -1.6101 -1.2636 0.22 0.18 -0.42
H 2.1916 -1.5993 0.3944 -0.07 0.14 0.03
H 2.5408 -0.0759 1.2455 -0.15 -0.02 -0.05
H 1.7886 -1.4441 2.0949 -0.21 0.21 -0.11
H 0.3508 0.3079 2.6930 0.01 0.21 -0.28
H 0.2215 1.5140 1.5385 -0.08 -0.30 0.26
H -1.1973 -1.2089 1.3955 0.09 -0.34 -0.39
```
Positions in Å, forces in eV/Å.

- HOMO-LUMO gap: 10.371 eV
- Structure (SMILES): CC[C@](N)(O)[C@@](C)(N)O

---

Record 12
Below is 2 unconnected molecules or ions with the total composition C5H14N2O2, with properties calculated with ωB97M-V/def2-TZVPD.

Structure (XYZ):
```
23
Properties=species:S:1:pos:R:3:forces:R:3
C 0.6914 -0.7239 1.0026 -0.73 -0.90 -0.47
C 1.3654 0.7975 1.0891 0.06 -0.12 0.46
C 0.4594 1.5263 2.0764 0.35 -0.67 0.03
C 1.5334 1.4889 -0.2433 1.16 -0.26 0.82
N 0.8622 -1.3028 -0.2578 0.28 0.93 0.79
C -0.1534 -1.1121 -1.2541 -0.23 -0.49 -0.55
N 0.2083 -1.6337 -2.4525 -0.10 0.19 -0.19
O -1.1580 -0.5191 -0.9881 0.12 0.48 0.23
H 1.1102 -1.3895 1.7572 0.51 0.40 0.21
H -0.3714 -0.5881 1.1709 -0.07 0.02 -0.06
H 2.3147 0.5998 1.5872 0.20 -0.01 -0.34
H 0.6146 1.0690 3.0603 -0.33 0.23 -0.08
H -0.5850 1.4596 1.7769 -0.11 0.24 0.07
H 0.7719 2.5670 2.1235 -0.03 0.14 -0.01
H 2.0666 2.3986 0.0370 -0.40 0.40 -0.26
H 0.5979 1.6792 -0.7203 -0.56 0.37 -0.39
H 2.2448 1.0042 -0.9113 -0.20 -0.30 -0.12
H 1.8161 -1.4668 -0.5825 -0.19 -0.36 -0.01
H -0.3861 -1.3171 -3.2079 -0.10 -0.32 -0.01
H 0.4537 -2.6137 -2.4751 0.33 0.06 -0.15
H -2.9425 0.9442 -0.1668 -0.09 0.09 -0.04
H -3.1937 0.1769 1.1127 -0.23 0.45 -0.10
O -3.2537 1.0712 0.7363 0.36 -0.56 0.17
```
Positions in Å, forces in eV/Å.

- HOMO-LUMO gap (alpha / beta): 10.999 / 5.639 eV
- 2S+1: 2
- <S²>: 0.76
- Net charge: +1

---

Quick rundown of ΔE to the lowest compared entry with this formula, charge and spin, same order as above: 2.819; 2.427; 3.914; 3.287; 3.695; 2.527; 5.365; 3.207; 2.553; 1.883; 0.831; 0.103 eV